Entry from the Open Molecules 2025 dataset: the molecule C10H15N (ωB97M-V/def2-TZVPD).

Computed properties:
* HOMO-LUMO gap: 0.314 hartree
* energy above the lowest of the compared OMol25 structures with the same formula, charge and spin: 80.9 kcal/mol
* SMILES string: CC1(C)c2cccn2C1(C)C
* total charge: 0
* HOMO energy: -7.68 eV

```
26
Properties=species:S:1:pos:R:3:lowdin_charge:R:1
H 0.8805 -2.4764 -1.2428 0.080
H 1.9442 -1.6010 0.8728 0.086
C 0.9184 1.4910 -1.1419 -0.058
H -2.8282 -1.9258 -0.2120 0.123
C -2.3868 -0.9238 0.0282 -0.131
C -2.2035 1.3318 0.3743 -0.092
C 0.3181 -0.8332 -0.0632 -0.506
H 1.1624 2.0059 1.5803 0.064
H 1.8379 -1.0846 -1.6660 0.103
H 1.6013 0.3368 2.0167 0.092
H 0.5072 -2.5785 0.8622 0.100
H 0.1174 1.6581 -1.7729 0.067
C 0.7961 -1.4057 -1.4092 0.008
N -1.0532 -0.7334 0.0687 0.055
C -3.0869 0.2503 0.1017 -0.132
C -0.9468 0.8911 0.3421 -0.027
H 1.2458 2.5019 -0.9413 0.089
C 0.5384 0.7511 0.0733 -0.403
H 0.6006 -1.2690 2.0649 0.076
H 0.1034 -1.1797 -2.0929 0.045
C 0.9064 -1.5772 1.1040 -0.036
H 1.7597 1.0573 -1.7244 0.097
C 1.5563 1.1138 1.1846 -0.018
H -4.1969 0.2980 0.0958 0.099
H -2.5537 2.3989 0.7508 0.145
H 2.4622 1.5022 0.7461 0.077
```

***

Entry from the Open Molecules 2025 dataset: C49H54As2IrN4O3S as an isolated structure (ωB97M-V/def2-TZVPD).

Computed properties:
* HOMO-LUMO gap (alpha / beta): 0.135 / 0.227 hartree
* energy above the lowest of the compared OMol25 structures with the same formula, charge and spin: 0.0 kcal/mol
* ⟨S²⟩: 6.074
* total charge: -1
* HOMO energy (alpha / beta): -1.44 / -3.96 eV
* 2S+1: 5

```
114
Properties=species:S:1:pos:R:3:lowdin_charge:R:1
H 12.6019 8.1957 -0.0515 0.087
H -0.5566 -6.5561 0.6099 0.012
H -2.4542 -0.5702 2.7065 0.063
H -0.1499 5.8219 1.6345 0.087
H 1.8815 -0.2227 2.4675 0.058
H 1.6395 -1.9642 2.7152 0.080
O 10.6249 7.9826 -0.3729 -0.091
C 1.3365 2.8923 -3.1035 -0.060
H 6.7455 2.8220 -0.5574 0.130
C 8.4693 5.0019 -0.4975 -0.029
H 1.6420 -0.8575 4.1118 0.082
S -0.3442 -1.4779 -0.4031 0.523
C -2.9954 -2.2633 -1.1718 -0.684
C -4.3163 5.5386 2.2459 -0.087
H -1.9854 5.9290 -0.1776 0.086
H -3.8700 -4.1080 -1.9563 0.076
H -3.8754 0.8647 -2.4940 0.073
H -0.7615 -6.7908 -1.1289 0.008
H -4.1159 2.4001 0.9878 0.100
H -4.6692 -2.0430 0.1960 0.078
C 3.9536 4.1765 0.1204 -0.177
C 4.1172 1.7114 -0.1124 -0.124
H -5.1227 -1.8937 -1.5135 0.077
O -2.0288 1.3854 -0.4792 -0.546
H -6.4158 3.1696 -5.0566 0.099
H 0.0059 1.5191 -2.1155 0.075
H -2.3678 -0.7068 -2.5408 0.053
H 2.4004 -6.7015 -1.9795 0.013
C -2.7321 5.4419 0.4340 -0.112
H -1.0165 3.5149 1.6584 0.084
C -3.1258 -3.7954 -1.2112 -0.074
H 3.2091 -4.6511 0.5471 0.009
O -0.0483 -0.8218 2.9489 -0.186
C 2.0106 -5.7040 -2.1979 -0.364
H 2.0356 2.1168 -3.3934 0.114
H 6.1874 7.4133 -0.0002 0.111
Ir 0.0447 0.7165 0.3951 1.013
C -0.5030 0.2568 2.2749 -0.408
C -5.0596 4.2859 -3.8240 -0.086
C 7.1619 6.9651 -0.1539 -0.019
C 2.7299 -0.6964 0.0329 -0.209
H -2.1631 -4.2431 -1.4699 0.055
C -4.5763 4.1858 2.0971 -0.074
C -0.4485 4.8816 -2.3209 -0.096
H 2.1439 -1.6012 0.0761 0.024
C 0.4699 5.0124 1.2621 -0.124
C -1.9737 0.4066 2.5741 -0.114
C 2.7400 1.6804 0.1848 -0.171
H 12.2026 6.8867 -1.1804 0.090
H -1.1265 5.6657 -2.0112 0.083
C -4.3467 -1.6554 -0.7752 -0.072
H -2.0967 0.9709 3.5075 0.072
C 0.6881 5.2102 -3.0464 -0.077
H 4.5495 -1.6750 -0.3967 0.086
As 0.9948 -4.9923 -0.6685 1.046
H 11.9338 6.6682 0.5639 0.093
H -5.2845 3.6915 2.7511 0.104
C -2.9878 4.0868 0.2927 -0.314
N 4.8136 5.2674 0.0759 0.177
C -0.0253 -6.6453 -0.3376 -0.366
C 8.3030 7.7388 -0.1875 -0.005
H -5.3913 5.2483 -4.1918 0.100
H -2.4779 0.9522 1.7766 0.022
H 1.3685 -5.7537 -3.0772 0.009
H 8.5615 3.9290 -0.6222 0.102
C -4.0608 4.2173 -2.8630 -0.094
H -3.1932 7.2236 1.5280 0.103
N 5.9673 3.4146 -0.3409 0.160
C 4.8145 0.4720 -0.3332 -0.070
C -3.9202 3.4581 1.1122 -0.093
C 2.0086 2.8548 0.4794 -0.180
H 2.1976 6.2586 0.7979 0.083
H -1.6807 -2.2798 -2.8998 0.064
C 2.3882 -5.3595 0.6689 -0.355
H -2.3409 -1.8928 0.9122 0.044
C 0.1987 2.5555 -2.3804 -0.104
H 2.4747 4.4798 -3.9836 0.103
H 10.5852 5.2878 -0.7022 0.099
H -3.4313 -4.1837 -0.2345 0.079
C -0.0378 3.7356 1.2569 -0.199
H 2.7700 -6.3771 0.5616 0.014
C 11.9034 7.3889 -0.2563 -0.097
As -2.2366 2.9360 -1.0546 1.231
C 1.7775 5.2617 0.8201 -0.054
C 1.3665 -0.9677 3.0617 -0.084
C -0.6765 3.5568 -1.9701 -0.295
C -1.9864 -1.8566 -0.1189 -0.534
H 1.9742 -5.2336 1.6698 0.013
C 2.5843 4.1401 0.4596 -0.116
C 9.5492 7.1433 -0.3668 -0.299
C -4.2087 1.8190 -2.8701 -0.072
C 7.2251 5.5758 -0.2975 -0.153
H -3.3906 -1.9720 -3.2866 0.079
N 0.6837 2.6595 0.8116 -0.100
C -2.5877 -1.7754 -2.5634 -0.099
C -5.2127 1.8892 -3.8306 -0.075
C 9.6333 5.7721 -0.5357 -0.027
C 4.6618 2.9950 -0.1379 -0.149
H -4.8190 6.1038 3.0211 0.100
H -5.6630 0.9774 -4.2035 0.104
C -5.6348 3.1181 -4.3077 -0.094
C 4.0718 -0.7146 -0.2421 -0.128
H 2.8417 -5.0338 -2.4197 0.011
C -3.3998 6.1673 1.4108 -0.077
H -3.6223 5.1309 -2.4776 0.097
H 0.8843 6.2449 -3.2966 0.101
C 5.9892 4.7794 -0.2036 -0.302
H 8.2552 8.8150 -0.0714 0.116
N 2.0406 0.4887 0.2413 -0.137
C -3.6327 2.9816 -2.3901 -0.274
C 1.5811 4.2164 -3.4321 -0.074
H 0.6379 -7.5126 -0.2990 0.011
H 5.8770 0.4544 -0.5477 0.071
H -4.2549 -0.5702 -0.6887 0.063
```

***

Entry from the Open Molecules 2025 dataset: C52H47GeOOsP2S as an isolated structure (ωB97M-V/def2-TZVPD).

Computed properties:
* HOMO-LUMO gap (alpha / beta): 0.243 / 0.196 hartree
* ⟨S²⟩: 6.023
* total charge: +3
* HOMO energy (alpha / beta): -15.51 / -15.64 eV
* 2S+1: 5

```
105
Properties=species:S:1:pos:R:3:lowdin_charge:R:1
H 5.4799 -4.7979 3.1522 0.140
C -2.6318 -2.4314 5.1224 -0.031
C 4.8651 -2.6881 1.1748 0.034
C 4.5947 2.4903 -1.5209 -0.100
H 2.1354 2.1066 -5.7516 0.121
H -6.5869 -2.2934 -1.2403 0.043
C -4.1964 -2.8671 3.3477 -0.040
H 1.7383 5.6572 -0.1763 0.132
H -4.1482 1.1535 -2.5941 0.003
C -3.8623 3.5684 -0.8028 -0.050
C -0.3282 -0.1649 -5.2630 -0.036
C 0.0707 1.1153 -3.2610 -0.366
H 5.9401 -2.5991 1.1231 0.136
H -2.3991 -2.4033 6.1773 0.125
P -0.4553 1.5266 -1.5880 0.993
C -4.7240 0.2295 -2.6311 -0.190
H 2.4472 1.6279 3.9103 0.123
C 4.8091 -5.0322 2.3227 -0.069
C -3.8942 -2.8290 4.6991 -0.024
P -0.6293 -1.6170 1.7327 0.978
C -2.6189 -1.5094 -1.0098 -0.466
C 0.1993 -4.0911 2.3606 -0.032
H -5.1772 -3.1800 3.0199 0.122
C 2.6729 -1.7414 0.6286 -0.295
H 3.6074 -6.0655 3.8519 0.139
C 1.0694 1.8331 -3.9180 -0.070
H -0.8734 -0.9361 -5.7875 0.122
C 2.6793 0.4981 -1.1413 -0.329
H -0.9903 3.7477 -3.3968 0.117
H -4.6485 1.1534 0.6673 -0.010
C 1.0573 -5.1559 2.6696 0.034
C -0.0583 -0.0356 2.3750 -0.405
C 3.9189 0.2139 -1.7180 -0.040
C 5.4229 3.7408 -1.5070 -0.066
H -4.3952 -0.3594 -3.4863 0.033
C -1.6715 -2.0687 4.1978 -0.070
C 0.8209 3.7352 -0.5179 -0.031
H 4.1555 -0.8080 -1.9789 0.136
Ge -4.5635 -0.8146 -1.0068 0.793
C -1.9729 -2.1066 2.8300 -0.363
C -2.8319 2.6404 -0.7602 -0.134
H -6.1349 0.2351 0.6256 0.046
H -3.4847 -2.5549 1.3692 0.063
H -4.6409 -3.1097 5.4276 0.126
H -0.1738 4.1457 -0.4133 0.113
H -2.8286 1.8608 -0.0034 0.054
H 0.6584 -6.0542 3.1142 0.136
C 2.8382 -3.7865 1.8336 -0.066
C 0.6202 -2.8970 1.7809 -0.273
H -1.3634 3.0871 2.6220 0.122
H -5.7693 0.4887 -2.7925 0.043
C 1.4999 1.4562 3.4210 -0.028
C 4.4740 4.8448 -0.9661 -0.067
H -1.4331 -0.4238 -3.4592 0.071
C 0.6743 0.5450 -5.9092 -0.028
H -2.4290 -1.6888 -2.0859 0.014
C -3.2361 -2.5066 2.4108 -0.091
H 0.9108 0.3241 -6.9401 0.124
H -1.9797 0.8282 1.8667 0.087
H -2.6599 -2.5004 -0.5441 0.002
C -5.0480 0.1460 0.6166 -0.185
H -5.3990 -3.1029 -0.2229 0.022
H 4.5581 -0.8667 0.1305 0.100
C 3.1517 4.1573 -0.7742 -0.116
H -4.7599 -0.3927 1.5155 0.007
H 1.6090 2.6234 -3.4131 0.115
H -0.6928 -1.7558 4.5406 0.121
H -0.8408 -4.2037 2.6311 0.110
C 1.9093 4.6206 -0.4225 0.030
H 6.3076 3.6071 -0.8826 0.139
C -0.6300 0.1217 -3.9427 -0.093
C 0.9560 2.3890 -0.8449 -0.292
H 4.8281 5.2625 -0.0227 0.138
H 5.7906 3.9706 -2.5077 0.139
C 0.5957 2.5026 3.2764 -0.031
C -2.8125 4.6252 -2.7004 -0.029
H -5.1942 -3.0795 -1.9804 0.039
C 1.9927 -2.7580 1.3872 -0.140
H 4.3838 5.6837 -1.6554 0.136
C -1.7951 2.7073 -1.6809 -0.385
C 2.2670 1.8509 -0.9643 -0.182
C -0.6447 2.2846 2.6953 -0.047
H 1.8825 -0.6269 3.1070 0.114
H -2.8166 5.3932 -3.4588 0.124
H -4.6718 3.5172 -0.0894 0.117
C 4.2439 -3.7737 1.7315 -0.110
C 1.3676 1.5448 -5.2396 -0.035
C 4.8751 1.2063 -1.9450 0.033
C 4.0580 -1.6950 0.6029 -0.022
H -4.6513 5.2788 -1.8182 0.125
C 2.3966 -4.9722 2.4602 -0.109
C 3.3034 2.7876 -1.0568 -0.086
C 1.1821 0.1853 2.9707 -0.067
H 5.4053 -5.5676 1.5811 0.140
O 0.9375 -1.6040 -1.4124 -0.517
H 0.8492 3.4834 3.6505 0.124
C 3.5760 -5.8446 2.7844 -0.068
C -1.7819 3.7029 -2.6612 -0.057
C -5.5236 -2.4989 -1.1203 -0.193
H 3.4966 -6.8022 2.2685 0.140
H 5.8198 0.9501 -2.4015 0.137
S 1.6855 -0.7077 -0.3953 0.946
Os -0.9102 -0.6582 -0.4737 1.259
C -3.8487 4.5582 -1.7745 -0.025
C -0.9770 1.0145 2.2482 -0.126
```

***

Entry from the Open Molecules 2025 dataset: C28H30MnN7OS2Te as an isolated structure (ωB97M-V/def2-TZVPD).

Computed properties:
* HOMO-LUMO gap (alpha / beta): 0.207 / 0.210 hartree
* energy above the lowest of the compared OMol25 structures with the same formula, charge and spin: 22.6 kcal/mol
* ⟨S²⟩: 6.061
* total charge: +2
* HOMO energy (alpha / beta): -13.25 / -13.25 eV
* 2S+1: 5

```
70
Properties=species:S:1:pos:R:3:lowdin_charge:R:1
H 2.2817 -1.1122 -1.6763 0.040
C 0.3325 1.5224 -4.9727 -0.436
C 3.9027 -1.5605 -0.3411 -0.094
N -1.9671 1.9085 1.2494 0.037
C -1.5702 1.3220 -2.6164 -0.413
H 3.3971 0.5483 0.9402 0.131
H -0.4877 1.0547 -5.5115 0.013
H -1.9337 -6.5216 2.1531 0.115
H 4.6264 -0.9763 -0.9017 0.113
H -1.7459 1.3737 -1.5478 -0.043
H -1.7074 -1.1074 2.0397 0.082
C 1.5073 4.4214 -1.8230 0.024
C -3.1353 2.0025 1.3889 -0.112
C 0.5455 5.3838 -2.1258 0.020
C 1.6694 -2.4708 -0.1349 -0.247
C -2.0729 -3.1904 1.5375 -0.297
C 2.0180 0.4220 2.4749 -0.729
H -0.1909 -3.5771 -0.4431 0.111
S 0.4526 0.8780 3.0052 0.829
C 0.2780 -2.6206 -0.6909 -0.245
H 0.1646 2.5949 -4.8916 0.000
H 5.3504 -2.2625 1.0905 0.117
N -5.6705 -0.2297 1.5189 0.184
C -5.1229 3.3381 1.5414 -0.187
N 2.5296 0.8906 1.3212 0.064
C 1.2131 3.4753 -0.8760 -0.245
H -2.2681 0.6124 -3.0572 0.019
H -1.7112 2.3038 -3.0690 0.012
H -5.2021 -4.1743 0.6821 0.119
C 3.5896 2.4593 -0.9038 0.028
N 2.7614 -0.3969 3.1842 0.181
C -1.2074 -1.9535 1.5666 -0.288
C -2.3396 -5.5664 1.8428 -0.055
Mn -0.1720 1.7734 0.9160 0.712
H 4.0221 3.4580 -0.8134 0.119
C -4.4667 2.0623 1.5183 -0.218
H -1.8367 4.3024 0.0042 0.125
S -0.9227 -1.3934 -0.1221 1.031
C -1.5543 -4.4237 1.9174 -0.053
H 2.4648 4.4154 -2.3271 0.133
H -3.8187 -2.1466 0.8239 0.092
H 4.2502 1.7630 -0.3972 0.081
H -0.5444 -4.4937 2.3098 0.102
Te 0.4273 0.6808 -3.0209 1.246
H 3.6957 -0.6634 2.9109 0.125
C -3.3902 -3.1083 1.0897 -0.046
H 2.4090 -0.7447 4.0627 0.134
H 3.5617 2.1951 -1.9618 0.106
C -3.6455 -5.4804 1.3819 -0.053
N 0.0220 3.4500 -0.2458 0.025
H -0.2360 -2.1125 2.0363 0.084
C 4.3135 -2.2896 0.7724 -0.090
H 3.7225 -3.7113 2.2730 0.120
C -4.1744 -4.2496 1.0159 -0.045
N -5.6514 4.3613 1.5470 0.184
C 2.0911 -3.1987 0.9769 -0.025
O -0.0912 -0.0952 -0.0276 -0.700
H 0.2702 -2.4970 -1.7730 0.085
H -1.4340 6.1048 -1.6578 0.135
H -4.2557 -6.3726 1.3169 0.117
C -5.1639 0.8049 1.5458 -0.176
C 2.5883 -1.6473 -0.7858 -0.058
C -0.6690 5.3640 -1.4647 0.011
H 1.2673 1.3304 -5.4974 0.005
C -0.8996 4.3686 -0.5316 -0.057
H 0.7535 6.1444 -2.8686 0.136
C 3.4025 -3.1087 1.4307 -0.070
H 1.4072 -3.8897 1.4581 0.105
C 2.2069 2.4769 -0.3744 -0.229
N 1.7634 1.7794 0.6076 -0.039
```